Record 1
{"formula": "C4H6CrF3N5O17", "method": "wB97M-V/def2-TZVPD", "species": ["Cr", "N", "O", "O", "O", "N", "O", "O", "O", "N", "O", "O", "O", "N", "O", "O", "O", "N", "O", "O", "O", "C", "O", "O", "C", "F", "F", "F", "C", "C", "H", "H", "H", "H", "H", "H"], "coordinates": [[-1.43948, -0.96208, 1.03581], [0.02327, -1.60298, -1.90364], [-0.31396, -2.44879, -2.71309], [0.69650, -0.64374, -2.36615], [-0.37120, -1.43025, -0.75560], [-2.81850, -3.49939, -0.39263], [-2.72163, -2.45896, 0.19295], [-2.81949, -3.59335, -1.60082], [-2.42411, -4.52531, 0.12419], [0.18610, -3.53258, 2.45223], [0.37450, -4.46468, 1.82082], [0.63872, -3.30996, 3.51833], [-0.48691, -2.62060, 1.93196], [-3.41664, -1.26322, 3.70726], [-2.95746, -1.87615, 4.67514], [-4.58777, -1.01949, 3.62828], [-2.60661, -0.83889, 2.85253], [1.17527, 0.52117, 2.13599], [1.51318, 1.01964, 3.13513], [1.92773, 0.32073, 1.19772], [0.00945, 0.06603, 2.11057], [-2.32761, 1.94632, -0.57372], [-2.13496, 1.55978, -1.91162], [-2.22858, 0.80739, 0.22355], [-1.29027, 3.15445, -0.39931], [-1.29703, 3.64120, 0.88396], [0.02308, 2.83846, -0.61574], [-1.64761, 4.17197, -1.25685], [-3.17241, 0.99860, -2.66012], [-2.67179, 0.92532, -4.12371], [-1.87592, 0.21655, -4.35247], [-3.36485, 0.46949, -4.83081], [-2.23889, 1.78887, -4.62865], [-4.08566, 1.56976, -2.49320], [-3.53286, 0.02247, -2.33557], [-3.34516, 2.33551, -0.53859]], "atomic_forces_ev_per_a": [[2.5, 1.9, 0.8], [1.5, 4.9, -4.0], [-1.0, -2.3, 1.1], [0.5, -0.7, 0.5], [-1.7, -1.5, 3.5], [4.2, 1.3, -0.5], [-2.2, 1.4, 0.8], [-1.7, -0.1, -1.7], [-0.7, -2.6, 1.4], [-0.7, 4.6, 1.1], [1.3, -7.2, -3.9], [1.6, 0.1, 4.0], [-3.2, 3.3, -2.1], [1.3, -1.3, 2.0], [0.1, -0.2, 0.0], [-2.3, 0.6, -0.8], [1.5, 1.0, -2.7], [1.4, -2.1, -3.0], [1.2, 2.5, 3.9], [0.2, 0.1, -1.1], [-4.4, -1.1, -0.5], [0.8, -2.8, -0.3], [1.1, 0.5, -0.7], [0.2, 0.1, 0.9], [0.7, -0.8, 0.9], [-0.5, -0.1, -1.2], [-1.7, 0.2, -0.3], [0.4, -0.8, 0.9], [0.2, 0.2, -0.7], [0.1, -0.9, -0.9], [0.5, -0.3, 1.3], [-1.0, 0.4, 0.2], [-0.6, 0.7, 0.7], [-0.2, 0.8, -0.6], [0.7, -0.6, 0.2], [-0.2, 0.6, 0.7]], "charge": -2, "s2": 6.0596, "spin_multiplicity": 5, "fmax_ev_per_a": 8.3, "orbital_gap_ev": [6.686, 3.731]}

---

Record 2
{"formula": "C36H67BHgN7O4P2S", "method": "wB97M-V/def2-TZVPD", "species": ["Hg", "C", "C", "C", "C", "P", "C", "N", "B", "N", "C", "P", "C", "C", "C", "C", "C", "C", "C", "C", "C", "C", "C", "C", "C", "C", "C", "C", "C", "C", "H", "H", "H", "H", "H", "H", "H", "H", "H", "H", "H", "H", "H", "H", "H", "H", "H", "H", "H", "H", "H", "H", "H", "H", "H", "H", "H", "H", "H", "H", "H", "H", "H", "H", "H", "H", "H", "H", "H", "H", "H", "H", "H", "H", "C", "N", "C", "C", "O", "H", "H", "H", "H", "H", "H", "H", "S", "C", "N", "C", "C", "C", "N", "H", "H", "H", "H", "C", "N", "C", "C", "O", "H", "H", "H", "H", "H", "H", "H", "N", "C", "C", "O", "O", "H", "H", "H", "H", "H"], "coordinates": [[-0.17431, -0.36728, 0.23490], [0.19621, 3.16415, -3.25042], [-0.40018, 2.06120, -4.13567], [0.24706, 2.14868, -5.51717], [-1.91093, 2.31672, -4.24696], [-0.20813, 0.43266, -3.21068], [1.60491, 0.46286, -2.78768], [1.88929, 1.18156, -1.55504], [1.20235, 1.14841, -0.29804], [1.81297, 2.11889, 0.54007], [1.50622, 2.55167, 1.88588], [-0.09376, 1.85833, 2.53299], [0.25721, 2.08513, 4.36617], [0.73955, 3.45244, 4.86098], [-1.01868, 1.67662, 5.11419], [1.35771, 1.04460, 4.68163], [-1.36025, 3.12809, 1.93775], [-1.04861, 3.48965, 0.47998], [-2.71199, 2.39216, 1.95227], [-1.47798, 4.41934, 2.74366], [2.89152, 2.66604, -0.15330], [3.83948, 3.58930, 0.25156], [4.85818, 3.92318, -0.63962], [4.92338, 3.34100, -1.89988], [3.96666, 2.41357, -2.31309], [2.94765, 2.08676, -1.43538], [-0.20036, -1.00454, -4.43086], [0.99048, -1.10654, -5.38924], [-0.20683, -2.24793, -3.52261], [-1.50405, -1.00219, -5.23143], [-0.15627, 4.13526, -3.61193], [-0.10958, 3.06548, -2.20553], [1.28662, 3.17237, -3.28426], [0.19422, 3.18343, -5.87228], [1.30183, 1.86718, -5.49004], [-0.25948, 1.52498, -6.25290], [-2.08925, 3.29225, -4.71127], [-2.41439, 1.56102, -4.85085], [-2.37423, 2.31757, -3.25790], [1.93854, -0.57206, -2.69133], [2.15949, 0.92371, -3.60581], [2.29772, 2.21780, 2.56153], [1.48730, 3.64651, 1.91513], [-0.06097, 4.18571, 4.91258], [1.14120, 3.33581, 5.87356], [1.54056, 3.85772, 4.23912], [-1.84708, 2.36199, 4.92468], [-1.34515, 0.67623, 4.81264], [-0.82768, 1.66728, 6.19193], [2.35472, 1.48293, 4.60896], [1.23105, 0.67862, 5.70469], [1.32743, 0.18854, 4.00198], [-0.98798, 2.59600, -0.14471], [-1.86374, 4.11003, 0.09302], [-0.11955, 4.05233, 0.37042], [-2.65719, 1.45400, 1.39538], [-3.03754, 2.14859, 2.96689], [-3.48010, 3.01959, 1.48747], [-0.52769, 4.95358, 2.80816], [-2.19632, 5.08081, 2.24697], [-1.84838, 4.23708, 3.75240], [3.80277, 4.03198, 1.23880], [5.61352, 4.63870, -0.34125], [5.73459, 3.60027, -2.56804], [4.03622, 1.95400, -3.29107], [1.94813, -1.02960, -4.87275], [0.96707, -2.08491, -5.88173], [0.95758, -0.34847, -6.16862], [0.72344, -2.35487, -2.96205], [-1.02106, -2.20506, -2.79400], [-0.33597, -3.14784, -4.13441], [-1.56827, -1.92482, -5.81817], [-2.37447, -0.95832, -4.57324], [-1.56092, -0.16700, -5.92878], [2.95215, -4.19755, 2.89133], [2.26807, -2.92403, 2.90080], [1.07990, -2.80098, 3.71958], [2.69800, -1.89197, 2.14361], [2.16538, -0.80177, 2.08028], [2.23618, -5.00298, 2.71347], [3.45662, -4.38484, 3.84339], [3.68917, -4.21447, 2.08945], [0.34025, -3.54599, 3.41532], [1.33009, -2.93983, 4.77502], [0.65920, -1.80788, 3.57502], [3.60615, -2.13415, 1.57041], [-0.55328, -2.91522, 0.47118], [1.01575, -3.27676, -0.21283], [1.40102, -4.60661, -0.11950], [2.55891, -5.05677, -0.76566], [3.38572, -4.11453, -1.31157], [3.00921, -2.77731, -1.27077], [1.78074, -2.38611, -0.75015], [0.67595, -5.26003, 0.12434], [2.73916, -6.11970, -0.76271], [4.31112, -4.41375, -1.78428], [3.63990, -1.98683, -1.65405], [-4.48988, -3.81214, -1.05887], [-4.01929, -2.45290, -1.19646], [-4.18518, -1.80141, -2.48024], [-3.37968, -1.82647, -0.19118], [-2.91791, -0.70146, -0.24951], [-4.01652, -4.45554, -1.80414], [-5.57303, -3.86756, -1.19006], [-4.23104, -4.18927, -0.07021], [-5.24164, -1.60959, -2.68240], [-3.78409, -2.43518, -3.27396], [-3.64616, -0.85730, -2.45846], [-3.31677, -2.44807, 0.71587], [-2.78500, -3.57438, 3.52800], [-3.78478, -2.53645, 3.74985], [-3.18314, -1.14238, 3.62221], [-3.70115, -0.17420, 4.10243], [-2.03454, -1.07069, 2.94132], [-3.20313, -4.46137, 3.28685], [-2.21364, -3.71682, 4.35128], [-1.79120, -1.96850, 2.63797], [-4.29863, -2.57411, 4.71061], [-4.54448, -2.61509, 2.96905]], "atomic_forces_ev_per_a": [[0.1, -0.5, -0.1], [0.0, 0.0, 0.0], [-0.1, -0.1, -0.1], [0.0, 0.1, 0.0], [0.0, 0.0, 0.0], [0.1, 0.1, 0.0], [0.1, 0.0, 0.2], [0.2, 0.3, 0.0], [-0.2, -0.2, -0.2], [0.2, 0.2, -0.1], [0.0, -0.1, 0.1], [0.2, 0.2, 0.0], [-0.1, -0.1, 0.1], [0.0, 0.0, 0.0], [0.0, -0.1, -0.1], [-0.1, -0.1, 0.0], [-0.2, -0.1, 0.1], [-0.1, 0.0, 0.0], [0.0, 0.0, 0.1], [0.0, 0.0, -0.1], [-0.1, 0.0, 0.0], [0.0, 0.0, 0.0], [0.0, 0.0, 0.0], [0.0, 0.0, 0.0], [0.0, 0.1, 0.0], [-0.1, -0.2, 0.0], [0.0, 0.0, 0.1], [-0.1, 0.0, 0.0], [0.0, 0.0, 0.0], [0.0, 0.0, 0.0], [0.0, 0.0, 0.0], [0.0, 0.0, -0.1], [0.0, 0.0, 0.0], [0.0, 0.0, 0.0], [0.0, 0.0, 0.0], [0.0, 0.0, 0.0], [0.0, 0.0, 0.0], [0.0, 0.0, 0.0], [0.0, 0.0, 0.0], [0.0, 0.0, -0.1], [0.1, 0.0, 0.0], [0.0, 0.0, 0.0], [0.0, 0.0, 0.0], [0.0, 0.0, 0.0], [0.0, 0.0, 0.0], [0.0, 0.0, 0.0], [0.0, 0.0, 0.0], [0.0, 0.2, 0.1], [0.0, 0.0, 0.0], [0.0, 0.0, 0.0], [0.0, 0.1, 0.0], [0.0, 0.1, 0.1], [0.0, 0.0, 0.0], [0.0, 0.0, 0.0], [0.0, 0.0, 0.0], [0.0, 0.0, 0.0], [0.0, 0.0, -0.1], [0.0, 0.0, 0.0], [0.0, 0.0, 0.0], [0.0, 0.0, 0.0], [0.0, 0.0, 0.0], [0.0, 0.0, 0.0], [0.0, 0.0, 0.0], [0.0, 0.0, 0.0], [0.0, 0.0, 0.0], [0.0, 0.0, 0.0], [0.0, 0.0, 0.0], [0.0, 0.0, 0.0], [-0.1, 0.0, 0.0], [0.0, 0.0, 0.0], [0.0, 0.0, 0.0], [0.0, 0.0, 0.0], [0.0, 0.0, 0.0], [0.0, 0.0, 0.0], [0.0, 0.0, 0.0], [0.0, -0.1, -0.1], [0.1, 0.0, 0.0], [0.0, -0.1, 0.0], [0.0, 0.2, 0.1], [0.0, 0.0, 0.0], [0.0, 0.0, 0.0], [0.0, 0.0, 0.0], [0.0, 0.0, 0.0], [0.0, 0.0, 0.0], [0.0, 0.0, 0.0], [0.0, 0.0, 0.0], [0.1, 0.3, -0.1], [0.2, 0.0, 0.0], [-0.3, 0.0, 0.0], [0.0, 0.0, 0.0], [0.0, 0.0, 0.0], [-0.1, 0.1, 0.1], [0.0, 0.0, 0.1], [0.1, 0.0, 0.1], [0.0, 0.0, 0.0], [0.0, 0.0, 0.0], [0.0, 0.0, 0.0], [0.0, 0.0, 0.0], [0.0, 0.0, 0.0], [0.0, 0.0, 0.0], [-0.1, 0.0, -0.1], [0.0, 0.2, 0.1], [0.0, 0.0, 0.0], [0.0, 0.0, 0.0], [0.0, 0.0, 0.0], [0.0, 0.0, 0.0], [0.0, 0.0, 0.0], [0.0, 0.0, 0.0], [0.0, 0.0, 0.0], [0.0, 0.1, 0.0], [0.1, -0.1, -0.1], [0.1, -0.1, 0.0], [-0.1, 0.1, 0.0], [-0.1, -0.1, 0.0], [0.0, 0.0, 0.0], [0.0, 0.0, 0.0], [0.0, -0.1, 0.1], [0.0, 0.0, 0.0], [0.0, 0.0, 0.0]], "charge": 0, "de_lowest_kcal_mol": 2.7, "s2": 0.7701, "spin_multiplicity": 2, "fmax_ev_per_a": 0.6, "orbital_gap_ev": [5.825, 7.259]}

---

Number 2 is which compound? C36H67BHgN7O4P2S